{
  "formula": "C56H87F2N11",
  "method": "ωB97M-V with the def2-TZVPD basis set",
  "species": ["C", "C", "C", "C", "N", "H", "H", "H", "H", "H", "H", "H", "C", "C", "C", "C", "N", "H", "H", "H", "H", "H", "H", "H", "C", "C", "C", "C", "N", "H", "H", "H", "H", "H", "H", "H", "C", "C", "C", "C", "N", "H", "H", "H", "H", "H", "H", "H", "C", "C", "C", "C", "N", "H", "H", "H", "H", "H", "H", "H", "C", "C", "C", "C", "N", "H", "H", "H", "H", "H", "H", "H", "C", "C", "C", "C", "N", "H", "H", "H", "H", "H", "H", "H", "C", "C", "C", "C", "N", "H", "H", "H", "H", "H", "H", "H", "C", "C", "C", "C", "N", "H", "H", "H", "H", "H", "H", "H", "C", "C", "C", "C", "N", "H", "H", "H", "H", "H", "H", "H", "C", "C", "C", "C", "N", "H", "H", "H", "H", "H", "H", "H", "F", "C", "C", "C", "C", "C", "C", "H", "H", "H", "H", "H", "F", "C", "C", "C", "C", "C", "C", "H", "H", "H", "H", "H"],
  "xyz": [[-4.0667, -4.9691, 3.5212], [-4.4390, -3.8971, 4.5746], [-3.5550, -2.6406, 4.7130], [-3.1219, -2.0044, 3.4671], [-2.7304, -1.5401, 2.4941], [-4.8541, -5.7051, 3.3588], [-3.0935, -5.4229, 3.7087], [-3.9836, -4.4311, 2.5769], [-4.4663, -4.4150, 5.5333], [-5.4545, -3.5997, 4.3129], [-2.7085, -2.8384, 5.3706], [-4.1014, -1.8350, 5.2034], [-1.1342, 0.6735, -1.2055], [-1.1770, 0.2255, 0.2660], [-0.1473, 0.9869, 1.1754], [1.2702, 0.7697, 0.9346], [2.3945, 0.6046, 0.6545], [-0.2288, 0.4071, -1.7508], [-1.0482, 1.7511, -1.3450], [-1.9814, 0.1999, -1.7015], [-1.0004, -0.8491, 0.2201], [-2.1504, 0.3882, 0.7287], [-0.3862, 0.6549, 2.1858], [-0.2105, 2.0750, 1.1632], [2.0827, 4.0277, 2.2105], [3.1702, 3.7652, 3.2612], [3.5139, 2.3051, 3.4546], [2.4384, 1.5168, 4.0510], [1.5878, 0.9087, 4.5449], [2.1080, 3.3730, 1.3393], [2.0365, 5.0729, 1.9049], [1.1114, 3.7455, 2.6167], [2.9831, 4.2886, 4.1989], [4.0992, 4.2126, 2.9079], [4.3401, 2.1567, 4.1500], [3.8892, 1.8051, 2.5617], [-4.6436, -5.1825, -1.1366], [-3.5616, -4.2284, -0.5657], [-4.1712, -2.8243, -0.5044], [-5.3133, -2.7059, 0.3626], [-6.2067, -2.5879, 1.0672], [-4.2460, -6.1631, -1.3980], [-5.0052, -4.8076, -2.0941], [-5.4284, -5.2572, -0.3839], [-2.6154, -4.2074, -1.1063], [-3.3183, -4.5442, 0.4488], [-4.3990, -2.3671, -1.4672], [-3.4567, -2.1302, -0.0620], [1.1123, -3.6337, -3.7248], [0.7495, -2.9211, -2.3709], [1.9716, -2.2151, -1.7385], [2.5392, -1.1938, -2.5830], [2.9995, -0.3713, -3.2956], [1.6359, -2.9331, -4.3752], [0.2151, -4.0139, -4.2132], [1.8083, -4.4406, -3.4955], [0.3296, -3.6370, -1.6643], [-0.0150, -2.1717, -2.5759], [2.7515, -2.9661, -1.6127], [1.8632, -1.7586, -0.7547], [2.2364, 3.7140, -2.3953], [2.1912, 5.1641, -2.9344], [1.7285, 6.1599, -1.8811], [0.3850, 6.0120, -1.2339], [-0.6405, 5.8446, -0.7669], [2.9352, 3.7088, -1.5588], [2.7669, 3.0350, -3.0628], [1.3024, 3.2736, -2.0464], [1.4960, 5.1603, -3.7739], [3.1586, 5.4743, -3.3293], [1.5526, 7.1234, -2.3595], [2.4994, 6.1486, -1.1106], [4.1416, -2.4614, 1.0960], [5.1475, -2.4351, 2.2827], [6.5242, -3.0265, 2.0374], [6.5447, -4.4185, 1.5789], [6.5857, -5.5065, 1.2417], [3.3710, -1.7753, 1.4475], [3.7086, -3.4299, 0.8455], [4.4975, -1.9620, 0.1949], [4.7135, -2.8578, 3.1888], [5.3761, -1.4062, 2.5605], [7.1602, -2.9905, 2.9219], [6.9172, -2.4589, 1.1939], [-3.0495, 1.2470, 5.2326], [-1.6410, 0.5850, 5.3075], [-1.3318, -0.0244, 6.5979], [-1.3224, 0.9325, 7.6852], [-1.3739, 1.6645, 8.5710], [-3.7557, 0.5098, 4.8506], [-3.1394, 2.0744, 4.5288], [-3.3232, 1.6998, 6.1855], [-0.8974, 1.3405, 5.0536], [-1.5290, -0.1441, 4.5050], [-0.2990, -0.3729, 6.6061], [-2.0854, -0.7743, 6.8384], [6.8179, 3.2151, -0.2201], [5.9520, 2.7099, -1.3669], [5.2770, 1.3251, -1.0920], [6.2165, 0.1999, -0.9875], [6.9886, -0.6809, -0.9339], [7.5313, 2.4519, 0.0910], [6.2208, 3.4630, 0.6574], [7.3587, 4.1071, -0.5364], [6.5341, 2.5668, -2.2773], [5.1841, 3.4763, -1.4712], [4.5148, 1.2077, -1.8623], [4.8082, 1.4566, -0.1167], [0.2247, 0.5228, -5.2145], [0.6929, 1.9593, -5.1159], [-0.4441, 2.9921, -5.0677], [-1.1842, 3.0954, -6.3156], [-1.7145, 3.1906, -7.3401], [-0.4278, 0.3178, -4.3658], [1.0887, -0.1407, -5.2507], [-0.2630, 0.2904, -6.1612], [1.3617, 2.1741, -5.9493], [1.2836, 2.1311, -4.2161], [-0.0198, 3.9599, -4.8005], [-1.1105, 2.7566, -4.2380], [-4.8120, 6.0970, -1.1117], [-4.8465, 4.8206, -0.2548], [-3.8547, 3.7331, -0.7066], [-3.8928, 3.4693, -2.1848], [-3.8548, 3.3374, -3.3345], [-5.5237, 6.8041, -0.6854], [-5.0518, 5.9108, -2.1585], [-3.8300, 6.5669, -1.1654], [-5.8802, 4.4762, -0.2216], [-4.6677, 5.0747, 0.7900], [-4.0973, 2.7676, -0.2626], [-2.8405, 3.8714, -0.3318], [-0.6889, -5.8166, 1.6589], [-0.2754, -4.7363, 2.3896], [-0.2292, -4.8433, 3.7783], [0.2688, -3.7972, 4.5273], [0.6995, -2.6026, 3.9441], [0.6161, -2.4392, 2.5861], [0.1896, -3.5159, 1.8050], [-0.6226, -5.7155, 4.2791], [0.2010, -3.9695, 5.5914], [1.1551, -1.7787, 4.4733], [0.9801, -1.5341, 2.1228], [0.1715, -3.3499, 0.7380], [-2.4048, -3.5940, -3.6606], [-2.4601, -2.5849, -4.5841], [-1.8984, -2.6911, -5.8619], [-1.9605, -1.6657, -6.7885], [-2.7435, -0.5913, -6.5132], [-3.3143, -0.3746, -5.2533], [-3.1238, -1.3944, -4.2453], [-1.4200, -3.6153, -6.1506], [-1.6363, -1.7323, -7.8165], [-2.9001, 0.1906, -7.2415], [-3.9215, 0.4684, -4.9582], [-3.5557, -1.3260, -3.2578]],
  "forces_ev_per_a": [[0.5, 1.4, -0.3], [-0.5, -0.9, -0.4], [-0.3, 0.1, 0.1], [0.4, -0.8, 0.0], [-0.1, 0.2, -0.2], [0.1, 0.0, 0.4], [-0.1, -0.2, 0.1], [0.1, -0.1, -0.3], [-0.1, 0.4, 0.2], [0.0, 0.2, 0.2], [0.3, 0.0, -0.4], [-0.3, -0.2, 0.3], [0.3, 0.2, 0.2], [1.2, 1.0, -0.9], [-0.5, -0.7, 0.3], [2.3, -0.9, -1.1], [-2.2, 0.4, 0.7], [0.2, -0.8, 0.3], [-1.0, 0.3, 0.2], [0.0, 0.5, -0.4], [0.1, 0.0, 0.7], [0.0, 0.0, -0.2], [0.3, 0.2, 0.3], [-0.7, 0.1, -0.2], [-0.6, -0.5, 0.5], [0.6, 0.6, -1.0], [0.3, -0.8, 0.8], [-1.0, -0.6, 0.1], [0.7, 0.4, -0.4], [0.8, 0.1, -0.2], [0.0, -0.1, 0.0], [-0.2, 0.3, 0.3], [-0.3, -0.3, 0.1], [0.1, 0.1, -0.1], [0.2, 0.4, 0.2], [-0.5, 0.1, -0.3], [1.1, 0.1, -0.2], [-1.0, -0.3, -0.1], [1.3, 0.7, 0.1], [-0.3, -0.2, 0.0], [-0.5, 0.0, 0.4], [0.0, -0.1, 0.4], [-0.3, 0.3, 0.2], [-0.2, -0.2, -0.3], [-0.2, 0.0, -0.3], [0.1, 0.0, 0.1], [-0.2, -0.4, -0.2], [0.3, 0.1, 0.1], [0.1, 0.6, 1.4], [0.1, 0.3, -0.9], [0.2, -0.9, 0.0], [1.6, 3.1, -2.8], [-1.4, -2.5, 2.3], [-0.2, 0.0, -0.1], [0.2, 0.0, 0.1], [-0.1, -0.2, -0.2], [0.1, 0.0, 0.0], [-0.2, 0.0, 0.1], [0.2, -0.1, 0.1], [-0.5, -0.1, 0.1], [1.5, 0.5, 0.3], [-1.4, -1.5, -0.2], [-0.9, 0.5, 0.2], [2.0, -1.1, -0.9], [-1.1, 0.0, 0.5], [-0.2, 0.0, 0.6], [-0.5, 0.0, -0.4], [-0.1, 0.3, -0.3], [0.0, 0.3, -0.1], [0.0, 0.0, 0.2], [1.0, 0.4, 0.1], [-0.2, 0.6, 0.2], [0.2, 0.9, 1.0], [-0.2, -0.2, -0.1], [-0.1, -0.5, -0.9], [-0.3, 0.9, 0.5], [0.0, -1.0, -0.4], [-0.5, -0.3, -0.2], [0.2, 0.0, 0.2], [0.5, -0.3, 0.0], [-0.3, -0.2, -0.1], [-0.3, 0.3, -0.2], [0.1, 0.4, -0.1], [0.6, 0.2, 0.2], [0.5, -0.3, -0.3], [-0.8, 1.9, -2.4], [0.6, -0.4, 1.3], [-0.6, 0.7, 0.9], [0.2, -0.1, -0.2], [-0.4, 0.0, 0.5], [0.5, 0.0, -0.2], [-0.3, -0.4, 0.1], [0.1, 0.0, 0.2], [-0.1, -0.2, 0.1], [-0.1, -0.8, -0.2], [0.3, -0.4, 0.2], [0.3, -0.4, -0.1], [0.3, -0.8, 0.4], [0.2, 1.5, 0.5], [1.5, -1.6, -0.4], [-1.9, 2.1, 0.0], [0.2, 0.1, 0.0], [-0.1, 0.1, 0.0], [0.1, 0.0, 0.1], [0.0, 0.5, -0.1], [-0.2, -0.3, -0.6], [0.0, -0.7, 0.2], [-0.4, -0.5, 0.0], [0.4, 0.0, -0.3], [0.1, 0.2, -0.3], [0.4, -0.2, 0.5], [-0.6, 0.2, -1.1], [0.5, -0.2, 1.0], [-0.1, -0.5, -0.1], [0.0, 0.0, 0.6], [-0.4, 0.4, 0.2], [0.0, 0.2, -0.1], [-0.1, -0.3, 0.0], [-0.1, 0.2, -0.3], [-0.3, -0.1, -0.1], [0.2, -0.1, 0.1], [0.0, 0.5, -0.2], [-0.7, -0.9, -0.4], [0.7, 0.6, -0.1], [-0.1, -0.1, 1.1], [0.0, 0.1, -0.2], [-0.4, -0.2, 0.1], [0.1, 0.0, 0.4], [0.0, -0.4, -0.4], [0.4, 0.0, 0.0], [-0.4, -0.1, 0.2], [0.1, 0.6, -0.6], [0.3, 1.2, 0.3], [1.0, 1.3, 0.0], [-0.4, -0.2, -0.9], [-0.3, 0.4, 0.2], [0.2, 0.0, 0.6], [0.0, -1.4, -0.4], [-0.9, -1.0, -0.2], [0.1, -0.2, -0.1], [0.4, 0.4, 0.2], [-0.2, -0.1, 0.6], [-0.1, 0.0, -0.1], [-0.1, -0.4, -0.2], [0.2, 0.5, -0.8], [-0.3, 1.6, -0.6], [0.6, -1.2, 0.6], [-0.9, -0.7, -0.1], [-1.1, 2.4, 1.1], [0.7, -2.5, 1.5], [0.0, 0.2, -1.4], [0.1, -0.2, 0.1], [0.5, -0.5, 0.1], [0.1, 0.0, -0.2], [0.1, 0.2, -0.4], [-0.1, 0.2, 0.0]],
  "lowdin_charge": [-0.08, -0.22, -0.16, -0.21, 0.21, 0.08, 0.06, 0.04, 0.10, 0.11, 0.11, 0.11, -0.10, -0.23, -0.16, -0.22, 0.20, 0.05, 0.06, 0.06, 0.09, 0.08, 0.10, 0.11, -0.09, -0.24, -0.20, -0.19, 0.18, 0.05, 0.07, 0.07, 0.12, 0.10, 0.12, 0.10, -0.09, -0.23, -0.21, -0.26, 0.16, 0.07, 0.07, 0.07, 0.09, 0.08, 0.10, 0.09, -0.07, -0.22, -0.20, -0.21, 0.17, 0.07, 0.05, 0.08, 0.09, 0.09, 0.12, 0.08, -0.10, -0.23, -0.18, -0.21, 0.15, 0.05, 0.06, 0.07, 0.09, 0.12, 0.12, 0.11, -0.10, -0.24, -0.20, -0.24, 0.14, 0.03, 0.08, 0.05, 0.11, 0.10, 0.12, 0.09, -0.07, -0.29, -0.22, -0.24, 0.15, 0.05, 0.07, 0.07, 0.08, 0.07, 0.12, 0.12, -0.11, -0.25, -0.19, -0.21, 0.15, 0.07, 0.06, 0.07, 0.11, 0.08, 0.08, 0.08, -0.10, -0.25, -0.19, -0.22, 0.14, 0.07, 0.06, 0.06, 0.12, 0.06, 0.09, 0.10, -0.11, -0.25, -0.18, -0.21, 0.14, 0.07, 0.07, 0.07, 0.11, 0.10, 0.10, 0.09, 0.04, -0.23, -0.04, -0.08, -0.09, -0.10, 0.00, 0.11, 0.10, 0.08, 0.07, 0.09, 0.03, -0.26, -0.02, -0.10, -0.13, -0.04, -0.01, 0.11, 0.12, 0.10, 0.10, 0.08],
  "lumo_energy_ev": 0.045,
  "total_charge": 0,
  "mol_weight_g_mol": 952.39,
  "gap_ev": 9.59,
  "homo_energy_ev": -9.54,
  "fmax_ev_per_a": 4.442,
  "spin_multiplicity": 1,
  "de_lowest_kcal_mol": 10.84
}